DFT (ωB97M-V/def2-TZVPD) results for the molecule C2H7IN2 at a distorted geometry.

Structure (XYZ):
```
12
Properties=species:S:1:pos:R:3:forces:R:3
C 0.33362 -1.49900 -0.13524 1.73 -1.84 -2.08
C 0.52314 -0.21293 0.55913 -1.37 1.40 0.80
N -1.28953 0.88196 -0.50343 2.61 0.82 -0.74
N 0.38544 0.86825 -0.38313 -4.48 0.08 -1.89
I 0.89710 2.80210 -0.12825 0.60 0.35 0.76
H 0.92850 -2.24389 0.50875 -1.60 0.41 -1.13
H -0.70142 -1.68481 -0.42323 0.03 -0.49 0.77
H 0.83139 -1.49398 -1.18750 -0.35 0.15 1.86
H -0.33555 -0.08411 1.29274 1.67 -0.38 0.22
H 1.52096 -0.21321 0.92376 0.68 0.40 1.00
H -1.58081 1.09576 0.44329 0.07 -0.08 0.56
H -1.51282 1.78386 -0.96688 0.41 -0.82 -0.13
```
Forces are in eV/Å.

structure (SMILES)	CCN(N)I
2S+1	1
LUMO level	-0.0131	eV
frontier orbital gap	8.8	eV